Record 1
Entry from the Open Molecules 2025 dataset: C19H22ClN3O2 in the gas phase in a non-equilibrium geometry (the ωB97M-V functional and the def2-TZVPD basis).

Cartesian coordinates (Å):
C 6.07570 -2.28258 1.18812
O 6.21678 -1.03897 0.52719
C 5.15700 -0.16530 0.68787
C 5.41465 1.05858 1.29219
C 4.39729 1.98026 1.47064
C 3.11513 1.67974 1.06554
C 2.83014 0.46590 0.43752
C 1.48956 0.14246 -0.00306
N 0.54027 0.97766 0.18129
N -0.70417 0.81906 -0.23083
C -1.66686 1.72102 0.35814
C -2.74863 2.07150 -0.67247
N -3.37974 0.86212 -1.15996
C -4.47822 0.33373 -0.49909
C -5.50986 1.18056 -0.07050
C -6.64421 0.68699 0.53770
C -6.78693 -0.67812 0.72699
Cl -8.20903 -1.30230 1.49337
C -5.79473 -1.54118 0.29882
C -4.65585 -1.04074 -0.30249
C -2.38749 0.00015 -1.76038
C -1.28268 -0.39565 -0.77018
C 3.86851 -0.45619 0.22771
O 3.57868 -1.65123 -0.41170
C 4.23344 -1.82618 -1.65460
H 5.16833 -2.81032 0.88510
H 6.95108 -2.86861 0.91268
H 6.05839 -2.14094 2.27442
H 6.42227 1.26394 1.61881
H 4.61066 2.92769 1.94245
H 2.30370 2.37440 1.21033
H 1.36943 -0.83267 -0.47511
H -1.13014 2.61225 0.68330
H -2.14879 1.25514 1.23217
H -3.47941 2.73523 -0.21671
H -2.29037 2.58491 -1.52357
H -5.43954 2.24425 -0.23398
H -7.42354 1.36079 0.85760
H -5.90450 -2.60477 0.44291
H -3.90070 -1.74597 -0.60951
H -1.92865 0.56332 -2.58092
H -2.86437 -0.88267 -2.18496
H -1.69815 -1.01406 0.03927
H -0.51464 -0.96683 -1.29220
H 3.88584 -1.08298 -2.38126
H 5.31922 -1.74900 -1.56066
H 3.96514 -2.82437 -1.99800

Its LUMO energy is 0.0237 Ha. Its structure (SMILES) is COc1cccc(/C=N/N2CCN(c3ccc(Cl)cc3)CC2)c1OC. As for the strongest force on any atom: 0.021 hartree/bohr. For the energy above the lowest of the compared OMol25 structures with the same formula, charge and spin, the calculation gives 452.3 kJ/mol. The calculation puts the HOMO energy at -7.49 eV. For the HOMO-LUMO gap, the calculation gives 0.2990 Ha.

Results of the Mulliken charge analysis, in e, for atoms 1 through 2: number 1, C, carries -0.699; number 2, O, carries -0.496

Record 2
Entry from the Open Molecules 2025 dataset: C19H22ClN3O3 in the gas phase in a non-equilibrium geometry (the ωB97M-V functional and the def2-TZVPD basis).

Cartesian coordinates (Å):
C 3.74923 -2.25374 1.84029
C 3.30148 -3.67728 1.49918
C 3.20901 -4.51641 2.77246
C 1.92446 -3.65197 0.83249
O 0.90490 -3.80096 1.48018
N 1.86842 -3.48219 -0.51253
C 2.93969 -3.14384 -1.41478
C 2.67829 -1.75749 -2.05086
N 1.26603 -1.48743 -2.23231
C 0.64065 -0.52525 -1.42398
C 1.04204 -0.21272 -0.12589
C 0.40254 0.75887 0.61429
C -0.67982 1.45739 0.08395
N -1.29684 2.42310 0.87602
C -2.33816 3.25106 0.56444
O -2.91659 3.28737 -0.50245
C -2.70968 4.13510 1.68131
C -3.69431 5.08756 1.74467
C -3.62324 5.64333 3.03968
C -2.60564 4.99367 3.67086
O -2.04538 4.08172 2.86430
C -1.10033 1.16585 -1.21046
C -0.44054 0.19808 -1.94183
Cl -0.96711 -0.09058 -3.56238
C 0.52161 -2.71406 -2.42770
C 0.56055 -3.56881 -1.15286
H 2.99635 -1.77053 2.45956
H 3.90668 -1.65416 0.94573
H 4.68419 -2.28111 2.39672
H 4.03015 -4.14527 0.83049
H 2.93748 -5.54127 2.53166
H 4.16299 -4.51835 3.29466
H 2.44290 -4.11002 3.42698
H 3.89898 -3.13534 -0.90368
H 2.98381 -3.90698 -2.20167
H 3.15431 -1.73527 -3.04042
H 3.12351 -0.96104 -1.45391
H 1.85451 -0.75731 0.32650
H 0.73578 0.96716 1.62096
H -0.91744 2.51742 1.80902
H -4.37109 5.34192 0.95601
H -4.24164 6.41697 3.44540
H -2.19954 5.08766 4.65898
H -1.92855 1.70336 -1.64102
H 0.96780 -3.24483 -3.27307
H -0.51318 -2.48551 -2.67869
H -0.17725 -3.21338 -0.42870
H 0.33288 -4.61621 -1.38610

Its LUMO energy is 0.0208 Ha. Its structure (SMILES) is CC(C)C(=O)N1CCN(c2ccc(NC(=O)c3ccco3)cc2Cl)CC1. As for the strongest force on any atom: 0.026 hartree/bohr. For the energy above the lowest of the compared OMol25 structures with the same formula, charge and spin, the calculation gives 91.7 kJ/mol. The calculation puts the HOMO energy at -7.83 eV. For the HOMO-LUMO gap, the calculation gives 0.3086 Ha.

Results of the Mulliken charge analysis, in e, for atoms 1 through 2: number 1, C, carries -1.259; number 2, C, carries 0.495

Record 3
Entry from the Open Molecules 2025 dataset: a molecular structure, C19H22F3FeO7PS in a non-equilibrium geometry (the ωB97M-V functional and the def2-TZVPD basis).

Cartesian coordinates (Å):
Fe 0.51940 1.22270 -0.65710
O 2.95310 -1.06890 -1.03330
C 2.04020 -1.37410 -0.32480
O 1.29640 -0.53150 0.36240
C 1.48540 -2.77650 -0.05150
P 0.05460 -2.19250 0.94410
C 0.66570 -2.21380 2.65320
C 0.99750 -3.43900 3.22570
C 1.61350 -3.46400 4.46410
C 1.87480 -2.28010 5.13580
C 1.50820 -1.06520 4.58020
C 0.90480 -1.02870 3.33550
C -1.33610 -3.35400 0.81540
C -2.27680 -3.36600 1.84710
C -3.43190 -4.10940 1.71210
C -3.67310 -4.81200 0.53840
C -2.74460 -4.78700 -0.49290
C -1.58710 -4.04210 -0.36950
H 2.16970 -3.39180 0.53890
H 1.25530 -3.30470 -0.97410
H 0.78650 -4.35940 2.69850
H 1.90810 -4.40880 4.89590
H 2.37220 -2.31230 6.09210
H 1.70830 -0.14900 5.11280
H 0.64080 -0.08840 2.87390
H -2.07700 -2.81000 2.75390
H -4.15140 -4.13190 2.51460
H -4.59720 -5.35630 0.42010
H -2.92080 -5.33810 -1.40360
H -0.87210 -4.00540 -1.17810
C -1.63920 2.10660 1.67110
O -1.57390 1.96100 0.25650
C -2.70310 1.31280 -0.31750
C -2.43670 -0.19360 -0.43770
O -1.22870 -0.44950 -1.14350
C -1.38590 -0.60060 -2.55510
H -2.36840 2.87670 1.93810
H -0.64910 2.42060 1.99480
H -1.91260 1.16800 2.15790
H -2.84020 1.75590 -1.30710
H -3.60060 1.48170 0.28650
H -3.27980 -0.69600 -0.92040
H -2.28840 -0.62790 0.55830
H -1.93370 -1.52190 -2.77320
H -0.38120 -0.64930 -2.97120
H -1.91490 0.24890 -2.98850
F 0.39470 4.72400 -2.94330
C 0.45940 3.42000 -3.12300
F 0.16730 3.13180 -4.38040
F -0.53930 2.85760 -2.35290
S 1.99340 2.50610 -2.49370
O 3.11040 2.90710 -3.25210
O 1.45660 1.14710 -2.65830
O 1.93170 2.85660 -1.07100

Its LUMO energy (alpha / beta) is -0.1557 / -0.1854 Ha. As for the strongest force on any atom: 0.051 hartree/bohr. Its spin multiplicity is 2. As for the net charge: +1. The calculation puts the HOMO energy (alpha / beta) at -11.51 / -12.62 eV. For the HOMO-LUMO gap (alpha / beta), the calculation gives 0.2674 / 0.2783 Ha.

Results of the Mulliken charge analysis, in e, for atoms 1 through 2: number 1, Fe, carries 1.138; number 2, O, carries -0.567

Record 4
Entry from the Open Molecules 2025 dataset: a molecular structure, C19H22F4N2O3S2SeTi in a non-equilibrium geometry (the ωB97M-V functional and the def2-TZVPD basis).

Cartesian coordinates (Å):
Ti 0.58485 0.81008 0.89515
C -1.86723 -0.09463 -0.74230
N -0.76427 0.87933 -0.85998
C -0.05665 0.65101 -2.12714
C -1.22377 2.31206 -0.61219
C -1.93404 2.29910 0.69461
N -1.16252 1.40556 1.61707
C -1.50909 1.39885 2.94935
C -0.63206 0.80647 3.83296
F 0.41425 0.19202 3.21753
C -0.82471 0.70957 5.21515
F 0.05439 -0.00823 5.94558
C -1.83207 1.39901 5.80246
C -2.73975 2.01936 4.97168
F -3.82130 2.59061 5.51813
C -2.66010 1.91924 3.56736
F -3.67487 2.40744 2.81851
H -2.73749 0.28249 -1.29834
H -2.22181 -0.26139 0.27313
H -1.53565 -1.08245 -1.13521
H -0.77632 0.62940 -2.97747
H 0.51264 -0.24520 -2.15133
H 0.63113 1.47658 -2.32381
H -1.88102 2.66411 -1.41437
H -0.26484 2.89204 -0.55222
H -2.97605 1.92173 0.56724
H -2.00662 3.31941 1.06842
H -1.93492 1.51507 6.86259
O 3.95103 2.16100 0.70356
S 2.56640 2.51508 0.56736
O 1.86063 1.49097 -0.42429
O 1.72812 2.07522 1.80388
S 2.25570 4.30107 -0.04321
C 0.75963 -2.54655 -4.91269
C 1.08433 -2.46996 -3.44226
C 2.25219 -1.89745 -2.95406
C 2.49925 -1.63778 -1.61134
C 3.78592 -1.13138 -1.04047
C 1.40351 -1.94076 -0.75089
Se 1.45512 -1.47295 1.11711
C 0.28564 -2.66766 -1.23520
C -0.70490 -3.14446 -0.20773
C 0.10379 -2.87709 -2.55512
H -0.18366 -1.99751 -5.11040
H 0.53602 -3.56734 -5.19266
H 1.53810 -2.15306 -5.49291
H 2.98421 -1.59061 -3.64737
H 4.52874 -1.27840 -1.82239
H 4.08181 -1.68100 -0.16652
H 3.81991 -0.13763 -0.58813
H -0.30270 -3.90258 0.50132
H -1.58657 -3.58090 -0.67208
H -1.02099 -2.30751 0.46274
H -0.84136 -3.36938 -2.90882

Its LUMO energy is -0.0402 Ha. As for the strongest force on any atom: 0.057 hartree/bohr. For the energy above the lowest of the compared OMol25 structures with the same formula, charge and spin, the calculation gives 46.8 kJ/mol. The calculation puts the HOMO energy at -8.72 eV. For the HOMO-LUMO gap, the calculation gives 0.2801 Ha.

Results of the Mulliken charge analysis, in e, for atoms 1 through 2: number 1, Ti, carries 0.316; number 2, C, carries -0.817

Record 5
Entry from the Open Molecules 2025 dataset: C19H22FN3O2 in the gas phase (the ωB97M-V functional and the def2-TZVPD basis).

Cartesian coordinates (Å):
C -7.28333 -0.16300 -0.30097
C -6.36858 -0.08687 0.91737
C -6.71915 -1.13272 1.96625
O -5.01112 -0.32635 0.52184
C -4.31769 0.71912 0.04536
O -4.77470 1.83484 -0.05793
C -2.94234 0.35150 -0.32338
C -2.43069 -0.94505 -0.18924
C -1.13276 -1.20435 -0.55062
C -0.33660 -0.15209 -1.05170
N 0.93854 -0.32205 -1.48605
C 1.78031 -1.44163 -1.14054
C 2.69515 -1.05190 0.02621
N 3.49046 0.09736 -0.35578
C 4.73635 0.30053 0.21850
C 5.12846 1.52487 0.76961
C 6.40003 1.71906 1.27590
C 7.33101 0.69641 1.26310
C 6.97696 -0.52850 0.72338
C 5.71198 -0.70581 0.20757
F 5.42903 -1.91548 -0.34748
C 2.66209 1.23196 -0.70299
C 1.73194 0.82939 -1.85446
N -0.83697 1.08733 -1.18152
C -2.08176 1.32006 -0.83549
H -8.31406 0.00059 0.00047
H -7.00277 0.60125 -1.02171
H -7.19878 -1.14070 -0.77056
H -6.42014 0.92270 1.34666
H -7.73052 -0.96841 2.32645
H -6.03018 -1.07109 2.80479
H -6.65255 -2.12782 1.53349
H -3.06113 -1.73062 0.19820
H -0.74399 -2.20469 -0.45318
H 1.19229 -2.31754 -0.87763
H 2.39884 -1.68554 -2.01033
H 3.33504 -1.89118 0.28708
H 2.06761 -0.80625 0.90038
H 4.41899 2.33543 0.81730
H 6.65914 2.67976 1.69482
H 8.32115 0.84615 1.66277
H 7.67569 -1.34924 0.67968
H 3.29678 2.05363 -1.03550
H 2.04899 1.56746 0.14832
H 1.05750 1.64867 -2.09793
H 2.33372 0.56351 -2.72874
H -2.42824 2.33729 -0.96177

Its LUMO energy is 0.0281 Ha. Its structure (SMILES) is CC(C)OC(=O)c1ccc(N2CCN(c3ccccc3F)CC2)nc1. As for the strongest force on any atom: 0.013 hartree/bohr. For the energy above the lowest of the compared OMol25 structures with the same formula, charge and spin, the calculation gives 0.0 kJ/mol. The calculation puts the HOMO energy at -7.87 eV. For the HOMO-LUMO gap, the calculation gives 0.3173 Ha.

Results of the Mulliken charge analysis, in e, for atoms 1 through 2: number 1, C, carries -1.379; number 2, C, carries 0.538

Record 6
Entry from the Open Molecules 2025 dataset: a molecular structure, C19H22MnN2Se in a non-equilibrium geometry (the ωB97M-V functional and the def2-TZVPD basis).

Cartesian coordinates (Å):
C 0.23009 2.44008 -1.01053
C -0.63512 1.81846 -2.30043
H -0.39672 3.10772 -0.41681
H 0.95914 3.04779 -1.56918
H 0.97206 1.95704 -0.29366
H -1.41805 1.01027 -2.28355
H -1.28921 2.68013 -2.46933
H -0.00255 1.67726 -3.17470
C -1.24789 2.07659 1.82670
C -1.93238 2.29531 3.02200
C -2.99782 1.45464 3.34728
C -3.32078 0.41378 2.48273
H -0.38774 2.68899 1.54655
H -1.61197 3.11431 3.65639
H -3.56639 1.59817 4.26372
H -4.12666 -0.27613 2.69870
N -1.58785 1.09427 0.97962
C -2.58230 0.22449 1.30069
C -2.77114 -0.95196 0.43768
N -1.93011 -1.10961 -0.61788
C -1.97783 -2.22665 -1.35850
C -3.79712 -3.09285 -0.04742
C -2.90489 -3.24228 -1.10855
H -1.24455 -2.30133 -2.15967
H -2.89618 -4.11764 -1.74856
C -3.72791 -1.94056 0.72919
H -4.39368 -1.78395 1.56975
H -4.53525 -3.85933 0.17955
Mn -0.20646 0.52178 -0.86597
C 0.60415 -0.65449 -2.16988
H -0.13503 -0.74299 -2.98062
H 0.82593 -1.63654 -1.73454
H 1.52221 -0.16847 -2.52864
Se 1.19697 -0.39144 0.71818
C 3.04474 -0.38330 0.41902
C 3.63885 0.36712 -0.61764
C 5.01847 0.30935 -0.81909
C 5.83103 -0.47091 0.01510
C 5.24808 -1.20209 1.06501
C 3.87316 -1.16140 1.26986
H 3.00874 0.97521 -1.26601
H 5.45500 0.88158 -1.63798
H 6.90825 -0.50697 -0.15016
H 5.87596 -1.80465 1.72255
H 3.41076 -1.72878 2.07903

Its LUMO energy (alpha / beta) is -0.0153 / -0.0045 Ha. As for the strongest force on any atom: 0.131 hartree/bohr. For the energy above the lowest of the compared OMol25 structures with the same formula, charge and spin, the calculation gives 170.6 kJ/mol. Its spin multiplicity is 6. The calculation puts the HOMO energy (alpha / beta) at -4.42 / -7.53 eV. For the HOMO-LUMO gap (alpha / beta), the calculation gives 0.1471 / 0.2722 Ha.

Results of the Mulliken charge analysis, in e, for atoms 1 through 2: number 1, C, carries -0.810; number 2, C, carries -0.780

| no. | E_tot (a.u.) |
| --- | --- |
| 1 | -1512.07678 |
| 2 | -1587.41145 |
| 3 | -3566.38955 |
| 4 | -5519.23614 |
| 5 | -1151.85340 |
| 6 | -4398.98143 |